The following is a DFT calculation (ωB97M-V/def2-TZVPD) of a cluster of 2 separate species, C3H9NS2 in total in a non-equilibrium geometry.

Computed properties:
- Orbital gap: 0.338 Eh
- Calculated total energy: -970.78644 Ha
- Energy above the lowest of the compared OMol25 structures with the same formula, charge and spin: 28.41 kcal per mole
- LUMO level: 0.028 Eh
- SMILES: C=CN.CSS
- HOMO: -0.3098 hartree

Each line ends with the Mulliken charge.
Element x y z (Å)
C -2.643 -0.321 0.357  -0.83
C -2.104 -0.198 1.558  0.09
N -1.349 -1.198 2.201  -0.54
H -2.491 -1.200 -0.259  0.25
H -3.509 0.279 0.117  0.24
H -2.104 0.752 2.080  0.30
H -1.689 -2.095 1.879  0.24
H -1.473 -1.129 3.200  0.25
C 2.971 -0.123 -1.524  -0.76
S 2.328 1.253 -0.489  -0.03
S 2.060 2.739 -1.856  -0.22
H 3.819 0.230 -2.083  0.31
H 2.096 -0.532 -2.020  0.29
H 3.232 -0.886 -0.785  0.25
H 0.856 2.429 -2.377  0.15

=====

The following is a DFT calculation (ωB97M-V/def2-TZVPD) of a structure of composition C43H53AsF5N4OSSbSi3Tl.

Computed properties:
- Orbital gap: 0.272 Eh
- Calculated total energy: -6379.02999 Ha
- Energy above the lowest of the compared OMol25 structures with the same formula, charge and spin: 0.00 kcal per mole
- LUMO level: -0.108 Eh
- Total charge: +1
- HOMO: -0.3795 hartree

Each line ends with the Mulliken charge.
Element x y z (Å)
Tl 0.117 0.333 -0.687  0.72
C -1.559 1.896 5.141  -1.07
C -0.081 1.861 4.785  -0.35
N 0.175 2.301 3.424  0.09
C 0.109 1.498 2.357  -0.10
S 0.405 2.316 0.834  -0.62
N -0.206 0.240 2.584  -0.69
N -0.199 -0.571 1.499  1.41
C -0.450 -1.819 1.652  0.65
C -0.761 -2.460 2.963  -2.37
C -0.357 -2.665 0.434  0.22
C -0.586 -4.036 0.477  -0.72
C -0.421 -4.779 -0.680  -1.19
C -0.024 -4.147 -1.849  -0.96
C 0.176 -2.777 -1.819  -0.79
N -0.002 -2.067 -0.709  1.29
H -1.707 1.614 6.183  0.41
H -2.116 1.200 4.514  0.10
H -1.972 2.895 5.001  0.32
H 0.314 0.850 4.881  0.06
H 0.502 2.506 5.443  0.57
H 0.367 3.274 3.252  0.20
H -0.731 -1.719 3.755  0.21
H -0.030 -3.240 3.178  0.55
H -1.753 -2.918 2.938  0.48
H -0.873 -4.513 1.402  0.63
H -0.590 -5.847 -0.664  0.53
H 0.133 -4.697 -2.764  0.58
H 0.492 -2.216 -2.689  0.38
C 7.602 -1.344 -0.771  -0.54
C 6.992 -2.288 0.039  -0.80
C 5.667 -2.131 0.426  -0.22
C 4.950 -1.024 -0.005  0.74
C 5.557 -0.086 -0.834  -0.44
C 6.883 -0.241 -1.208  -0.72
As 3.095 -0.679 0.491  0.13
C 3.402 0.477 2.033  0.34
C 3.743 1.819 2.014  -0.75
C 3.944 2.489 3.213  -0.64
C 3.788 1.821 4.421  -1.04
C 3.434 0.481 4.443  -0.41
C 3.244 -0.200 3.246  0.95
C 2.911 -1.631 3.115  0.40
C 2.726 -2.525 4.165  -0.12
C 2.467 -3.861 3.899  -1.08
C 2.378 -4.315 2.589  -0.81
C 2.546 -3.426 1.534  -0.45
C 2.821 -2.093 1.798  -0.32
H 8.635 -1.468 -1.064  0.39
H 7.548 -3.152 0.379  0.42
H 5.211 -2.871 1.070  0.40
H 4.996 0.768 -1.199  0.32
H 7.350 0.495 -1.848  0.43
H 3.858 2.348 1.075  0.51
H 4.230 3.533 3.206  0.47
H 3.955 2.347 5.352  0.43
H 3.325 -0.030 5.391  0.41
H 2.799 -2.189 5.191  0.43
H 2.340 -4.555 4.719  0.39
H 2.188 -5.362 2.391  0.44
H 2.478 -3.782 0.512  0.54
C -2.733 -1.687 -4.052  -0.82
Si -3.765 -1.167 -2.594  0.49
C -3.904 -2.526 -1.320  -0.48
C -5.440 -0.554 -3.148  -1.03
Sb -2.612 0.798 -1.380  -0.31
Si -2.716 3.037 -2.677  0.52
C -4.475 3.248 -3.268  -1.04
C -2.223 4.365 -1.466  -0.90
C -1.511 2.899 -4.088  -0.61
Si -3.935 1.117 0.823  0.49
C -5.737 1.113 0.320  -1.11
C -3.474 2.746 1.606  -0.95
C -3.566 -0.321 1.954  -0.07
H -3.231 -2.511 -4.566  0.48
H -1.742 -2.025 -3.750  0.06
H -2.603 -0.874 -4.767  0.29
H -4.253 -3.444 -1.797  0.47
H -4.620 -2.266 -0.539  0.32
H -2.943 -2.741 -0.849  -0.10
H -5.976 -1.352 -3.667  0.40
H -5.343 0.279 -3.842  0.25
H -6.056 -0.229 -2.312  0.26
H -5.187 3.159 -2.447  0.26
H -4.733 2.511 -4.027  0.29
H -4.605 4.237 -3.711  0.41
H -3.037 4.589 -0.779  0.27
H -1.982 5.282 -2.007  0.44
H -1.350 4.084 -0.875  0.18
H -1.726 2.034 -4.719  0.29
H -0.488 2.811 -3.720  -0.12
H -1.562 3.793 -4.714  0.54
H -5.941 1.801 -0.500  0.24
H -6.347 1.424 1.171  0.44
H -6.074 0.119 0.024  0.29
H -3.984 3.571 1.109  0.43
H -2.401 2.934 1.580  0.20
H -3.795 2.739 2.649  0.40
H -3.586 -1.275 1.426  0.06
H -4.324 -0.356 2.740  0.66
H -2.592 -0.201 2.429  -0.48
F 2.056 3.063 -6.858  -0.32
C 1.916 2.346 -5.745  0.86
C 2.583 2.713 -4.584  0.04
F 3.374 3.783 -4.586  -0.31
C 2.425 1.968 -3.429  0.38
F 3.068 2.352 -2.318  -0.32
C 1.609 0.834 -3.383  -0.30
O 1.516 0.105 -2.284  -0.39
C 0.950 0.499 -4.564  0.23
F 0.119 -0.564 -4.567  -0.34
C 1.095 1.230 -5.729  0.07
F 0.424 0.874 -6.824  -0.36

=====

The following is a DFT calculation (ωB97M-V/def2-TZVPD) of a structure of composition C20H22CdN2 in a non-equilibrium geometry.

Computed properties:
- Orbital gap: 0.274 Eh
- Calculated total energy: -1052.40177 Ha
- Energy above the lowest of the compared OMol25 structures with the same formula, charge and spin: 0.00 kcal per mole
- LUMO level: -0.032 Eh
- HOMO: -0.3055 hartree

Each line ends with the Mulliken charge.
Element x y z (Å)
C 2.435 1.591 -0.618  -0.83
C 1.097 1.413 -3.415  -0.05
C 3.123 0.502 -0.983  -0.37
H 2.164 1.703 0.444  0.67
C 1.319 0.093 -3.492  -0.65
H 0.119 1.786 -3.746  0.34
H 3.377 -0.222 -0.200  0.51
H 0.514 -0.542 -3.884  0.37
C 3.628 0.107 -2.335  -0.86
H 4.463 -0.595 -2.174  0.38
H 4.055 0.943 -2.900  0.35
C 2.081 2.769 -1.471  -0.29
H 2.801 3.586 -1.289  0.35
H 1.105 3.170 -1.153  0.09
C 2.045 2.497 -2.990  -0.97
H 3.066 2.331 -3.348  0.36
H 1.705 3.427 -3.474  0.40
C 2.600 -0.635 -3.221  -0.51
H 3.093 -0.880 -4.178  0.33
H 2.368 -1.605 -2.754  0.30
Cd 0.020 -0.238 0.227  0.15
H 1.515 -0.970 0.683  -0.16
C -1.913 -5.140 3.204  -0.34
C -0.987 -4.822 2.193  -0.65
C -0.871 -3.505 1.771  -0.21
C -1.716 -2.515 2.332  0.34
C -2.605 -2.832 3.376  -0.15
C -2.709 -4.155 3.804  -0.61
N -1.657 -1.232 1.788  -0.07
N -2.408 -0.326 2.315  -0.14
C -2.322 0.914 1.688  0.28
C -3.149 1.938 2.218  -0.55
C -3.149 3.181 1.604  -0.48
C -2.347 3.424 0.483  -0.63
C -1.510 2.405 -0.030  0.31
C -1.467 1.180 0.606  -0.32
H -2.008 -6.171 3.537  0.35
H -0.363 -5.591 1.737  0.35
H -0.156 -3.183 1.009  0.27
H -3.196 -2.040 3.824  0.42
H -3.410 -4.406 4.603  0.34
H -3.729 1.687 3.101  0.43
H -3.779 3.959 2.011  0.35
H -2.350 4.405 0.010  0.39
H -0.890 2.590 -0.913  0.39

=====

The following is a DFT calculation (ωB97M-V/def2-TZVPD) of a structure of composition C2H2IN in a non-equilibrium geometry.

Computed properties:
- Orbital gap (alpha / beta): 0.244 / 0.245 Eh
- Calculated total energy: -429.65435 Ha
- Energy above the lowest of the compared OMol25 structures with the same formula, charge and spin: 56.57 kcal per mole
- LUMO level (alpha / beta): 0.015 / -0.150 Eh
- <S²>: 2.006
- HOMO (alpha / beta): -0.2286 / -0.3949 hartree
- Multiplicity: 3

Each line ends with the Mulliken charge.
Element x y z (Å)
C 1.363 -0.439 1.024  0.30
C 0.061 -0.236 0.500  -0.81
N 2.417 -0.628 1.424  -0.34
I -1.477 -0.366 1.982  0.23
H -0.007 1.055 -0.078  0.28
H -0.171 -0.906 -0.322  0.33

=====

The following is a DFT calculation (ωB97M-V/def2-TZVPD) of a cluster of 2 separate species, C6H8N2O2S in total in a non-equilibrium geometry.

Computed properties:
- Orbital gap (alpha / beta): 0.256 / 0.256 Eh
- Calculated total energy: -891.44280 Ha
- Energy above the lowest of the compared OMol25 structures with the same formula, charge and spin: 124.05 kcal per mole
- LUMO level (alpha / beta): 0.000 / 0.000 Eh
- HOMO (alpha / beta): -0.2562 / -0.2555 hartree

Each line ends with the Mulliken charge.
Element x y z (Å)
C -0.926 0.345 1.329  -0.12
C 0.423 0.384 1.534  -0.10
C -2.095 -0.555 -0.822  -0.27
C 0.517 -3.101 0.271  0.71
C -3.171 -0.107 0.046  -0.53
C 3.295 0.553 -1.020  -0.73
N -1.603 0.016 0.271  0.02
N 1.279 0.425 0.521  -0.35
O 0.106 -3.140 1.330  -0.37
O 0.857 -3.092 -0.806  -0.34
S 2.959 0.527 0.736  -0.05
H -1.565 0.759 2.146  0.24
H 0.633 0.689 2.626  0.29
H -3.598 0.918 -0.074  0.24
H -1.693 -0.538 -1.831  0.30
H -3.668 -0.725 0.809  0.26
H 2.601 1.312 -1.302  0.29
H 2.933 -0.392 -1.406  0.20
H 4.413 0.633 -0.963  0.31

=====

The following is a DFT calculation (ωB97M-V/def2-TZVPD) of a cluster of 2 separate species, C3H10N2 in total in a non-equilibrium geometry.

Computed properties:
- Orbital gap: 0.364 Eh
- Calculated total energy: -229.76834 Ha
- Energy above the lowest of the compared OMol25 structures with the same formula, charge and spin: 25.67 kcal per mole
- LUMO level: 0.035 Eh
- SMILES: [H]/N=C/N.CC
- HOMO: -0.3290 hartree

Each line ends with the Mulliken charge.
Element x y z (Å)
H -2.618 0.550 2.681  0.23
N -3.052 1.323 3.178  -0.66
C -2.073 1.943 3.723  0.12
N -2.100 2.503 4.961  -0.45
H -1.138 2.079 3.168  0.27
H -2.959 2.869 5.365  0.25
H -1.282 3.022 5.268  0.23
C 2.184 -2.354 -3.965  -0.77
C 1.647 -1.230 -3.126  -0.80
H 3.089 -2.168 -4.544  0.27
H 2.508 -3.231 -3.390  0.26
H 1.384 -2.659 -4.641  0.24
H 2.383 -0.552 -2.689  0.28
H 1.060 -1.429 -2.220  0.28
H 0.968 -0.667 -3.769  0.24

=====

The following is a DFT calculation (ωB97M-V/def2-TZVPD) of a cluster of 2 separate species, C5H13NO2 in total in a non-equilibrium geometry.

Computed properties:
- Orbital gap: 0.332 Eh
- Calculated total energy: -403.49953 Ha
- Energy above the lowest of the compared OMol25 structures with the same formula, charge and spin: 48.37 kcal per mole
- LUMO level: 0.032 Eh
- SMILES: C/C=C(/C)N.OCO
- HOMO: -0.2999 hartree

Each line ends with the Mulliken charge.
Element x y z (Å)
C -0.068 -2.167 -0.220  -1.21
C -0.661 -0.945 -0.813  -0.54
C 0.077 0.158 -1.093  0.75
C -0.586 1.432 -1.551  -1.55
N 1.449 0.090 -1.373  -0.46
H 0.416 -2.787 -0.985  0.37
H -0.817 -2.769 0.288  0.32
H 0.685 -1.812 0.537  0.30
H -1.735 -0.844 -0.743  0.50
H -0.195 2.271 -0.977  0.37
H -0.386 1.621 -2.605  0.43
H -1.668 1.391 -1.420  0.33
H 1.855 0.863 -1.880  0.23
H 1.822 -0.799 -1.672  0.19
O 0.560 1.698 2.270  -0.52
C 0.285 0.336 2.047  0.03
O -1.086 0.063 2.094  -0.52
H 0.152 1.973 3.100  0.32
H 0.726 -0.264 2.857  0.23
H 0.634 0.234 0.925  0.07
H -1.459 0.255 1.214  0.36